135
Properties=species:S:1:pos:R:3 method="wB97M-V/def2-TZVPD" homo_lumo_gap_ev=6.1550 homo_energy_ev=-8.093
C 2.378 -2.501 -5.461
C 3.478 -3.623 -4.993
C 4.872 -3.930 -5.841
C 5.904 -5.119 -5.282
C 5.567 -5.963 -3.882
C 6.626 -7.100 -3.356
F 7.468 -7.544 -4.529
F 5.954 -8.319 -2.850
C 7.584 -6.346 -2.220
F 6.866 -6.307 -0.924
F 8.953 -6.908 -2.143
C 4.195 -5.642 -3.043
C 3.203 -4.470 -3.617
C 1.997 -4.430 -2.507
O 0.792 -3.854 -2.497
N 2.467 -5.277 -1.339
C 3.568 -6.264 -1.661
O 3.846 -7.364 -0.956
H 2.870 -1.449 -5.314
H 2.180 -2.685 -6.621
H 1.413 -2.668 -4.817
H 5.183 -3.356 -6.823
H 6.920 -5.380 -5.830
H 7.691 -5.219 -2.598
H 2.806 -4.776 -0.487
C -0.009 -1.166 -0.756
C 0.404 -1.895 0.520
N 1.732 -1.515 1.008
C 2.257 -2.423 2.033
C 1.505 -2.501 3.356
C 1.947 -0.091 1.266
C 1.013 0.600 2.254
H 0.745 -1.281 -1.541
H -0.950 -1.583 -1.133
H -0.173 -0.099 -0.581
H 0.407 -2.966 0.284
H -0.366 -1.745 1.283
H 3.307 -2.175 2.237
H 2.290 -3.434 1.605
H 1.669 -1.611 3.968
H 1.872 -3.355 3.936
H 0.430 -2.642 3.218
H 1.884 0.444 0.312
H 2.984 0.071 1.591
H -0.039 0.360 2.075
H 1.116 1.687 2.156
H 1.256 0.350 3.290
C -5.166 3.106 5.015
C -4.364 2.704 3.781
N -3.637 1.442 3.939
C -2.632 1.215 2.895
C -3.129 1.053 1.463
C -4.437 0.272 4.302
C -5.588 -0.114 3.379
H -4.535 3.125 5.910
H -5.582 4.110 4.878
H -6.006 2.427 5.195
H -3.641 3.509 3.600
H -5.030 2.682 2.913
H -2.023 0.341 3.159
H -1.929 2.058 2.913
H -3.605 0.082 1.308
H -2.280 1.102 0.773
H -3.829 1.840 1.172
H -4.849 0.435 5.304
H -3.779 -0.599 4.424
H -6.204 0.744 3.095
H -6.245 -0.825 3.891
H -5.235 -0.606 2.469
C -5.412 -0.435 -6.668
C -4.412 -1.204 -5.810
N -3.574 -0.342 -4.972
C -2.420 -1.038 -4.394
C -2.700 -2.167 -3.409
C -4.277 0.564 -4.063
C -5.244 -0.051 -3.056
H -4.913 0.332 -7.270
H -5.918 -1.122 -7.356
H -6.186 0.046 -6.062
H -3.768 -1.761 -6.500
H -4.950 -1.948 -5.215
H -1.757 -0.307 -3.914
H -1.826 -1.451 -5.219
H -3.037 -1.787 -2.443
H -1.777 -2.728 -3.223
H -3.440 -2.877 -3.787
H -4.835 1.289 -4.666
H -3.547 1.178 -3.519
H -5.910 -0.790 -3.510
H -5.879 0.735 -2.632
H -4.719 -0.521 -2.221
C 0.968 3.062 -1.396
C 0.305 4.199 -2.169
N 0.803 4.345 -3.539
C 0.407 5.608 -4.171
C -1.081 5.841 -4.407
C 0.707 3.162 -4.395
C -0.672 2.544 -4.600
H 2.059 3.156 -1.410
H 0.644 3.086 -0.350
H 0.697 2.082 -1.799
H 0.517 5.122 -1.616
H -0.780 4.062 -2.145
H 0.938 5.721 -5.124
H 0.781 6.430 -3.546
H -1.459 5.235 -5.232
H -1.248 6.888 -4.682
H -1.682 5.640 -3.516
H 1.366 2.388 -3.985
H 1.141 3.384 -5.379
H -1.224 2.429 -3.663
H -0.564 1.543 -5.033
H -1.282 3.126 -5.295
C 0.252 2.425 5.369
C 1.460 2.981 6.117
N 1.400 2.773 7.565
C 2.383 3.568 8.309
C 3.859 3.272 8.062
C 1.245 1.389 8.017
C 2.294 0.376 7.572
H -0.685 2.812 5.783
H 0.298 2.721 4.315
H 0.221 1.331 5.399
H 1.486 4.059 5.915
H 2.373 2.561 5.684
H 2.181 3.485 9.384
H 2.209 4.626 8.075
H 4.166 2.334 8.530
H 4.470 4.063 8.510
H 4.105 3.234 6.999
H 0.265 1.028 7.685
H 1.178 1.366 9.113
H 2.519 0.446 6.504
H 1.924 -0.639 7.756
H 3.227 0.480 8.132

=====

25
Properties=species:S:1:pos:R:3 method="wB97M-V/def2-TZVPD" total_charge=+1 s2=1.763 spin_multiplicity=2 homo_lumo_gap_ev="6.9767 / 6.8327" relative_energy_kcal_mol=138.1 homo_energy_ev="-14.705 / -14.657"
C 0.651 -1.560 -1.945
C 0.131 -0.342 -1.202
C -1.281 -0.502 -0.656
N 0.348 0.878 -1.851
H 0.601 -2.432 -1.294
H 1.719 -1.489 -2.180
H 0.141 -1.686 -2.901
H 0.735 -0.244 -0.260
H -1.573 0.358 -0.048
H -1.308 -1.323 0.067
H -2.090 -0.623 -1.400
H 0.041 1.704 -1.347
H 1.289 0.982 -2.212
H 0.288 2.910 0.712
H -0.488 4.333 0.501
O -0.558 3.376 0.415
H 0.115 -0.767 2.104
H -2.807 -2.112 2.364
O -0.171 0.154 2.192
H -2.054 -2.050 2.361
H 1.345 -2.643 1.731
O 0.716 -2.101 1.211
H 2.254 2.416 1.141
H 0.520 0.676 1.767
O 1.436 2.086 0.730

=====

90
Properties=species:S:1:pos:R:3 method="wB97M-V/def2-TZVPD" total_charge=+3 s2=3.804 spin_multiplicity=4 homo_lumo_gap_ev="7.9845 / 6.1472" relative_energy_kcal_mol=0.0 homo_energy_ev="-16.313 / -16.582"
Re 0.033 0.637 -0.673
C -3.570 -1.405 3.651
C -2.261 -2.031 3.120
C -1.976 -3.354 3.855
C -1.139 -1.035 3.359
C -0.807 -0.707 4.676
C 0.104 0.284 5.002
C 0.677 1.011 3.975
C 0.381 0.691 2.655
P 1.025 1.786 1.396
C 2.817 1.653 1.329
C 3.526 2.533 0.498
C 4.899 2.392 0.351
C 5.569 1.372 1.019
C 4.867 0.491 1.832
C 3.492 0.625 1.988
C 0.548 3.463 1.819
C 1.472 4.479 2.056
C 1.017 5.735 2.434
C -0.340 5.975 2.581
C -1.263 4.955 2.369
C -0.823 3.701 1.990
C -0.487 -0.353 2.354
O -0.681 -0.684 0.968
C -1.705 -1.654 0.649
C -1.930 -1.944 -0.697
C -2.890 -2.871 -1.077
C -3.650 -3.499 -0.108
C -3.401 -3.206 1.222
C -2.428 -2.289 1.634
P -0.801 -1.304 -1.921
C 0.357 -2.627 -2.284
C 1.146 -3.097 -1.226
C 1.988 -4.178 -1.421
C 2.041 -4.800 -2.665
C 1.232 -4.362 -3.701
C 0.376 -3.282 -3.516
C -1.634 -0.724 -3.403
C -0.895 -0.515 -4.577
C -1.507 0.066 -5.682
C -2.839 0.447 -5.615
C -3.567 0.259 -4.444
C -2.969 -0.317 -3.334
H -3.491 -1.206 4.719
H -4.408 -2.084 3.501
H -3.787 -0.467 3.137
H -1.877 -3.195 4.925
H -1.058 -3.814 3.488
H -2.792 -4.060 3.719
H -1.307 -1.236 5.475
H 0.331 0.511 6.034
H 1.344 1.838 4.187
H 3.009 3.338 -0.013
H 5.449 3.085 -0.271
H 6.640 1.273 0.912
H 5.392 -0.295 2.357
H 2.951 -0.057 2.633
H 2.536 4.299 1.972
H 1.730 6.525 2.624
H -0.684 6.957 2.877
H -2.318 5.139 2.515
H -1.527 2.892 1.870
H -3.028 -3.100 -2.127
H -4.411 -4.216 -0.382
H -3.987 -3.701 1.982
H 1.052 -2.659 -0.235
H 2.585 -4.553 -0.601
H 2.698 -5.645 -2.816
H 1.250 -4.869 -4.656
H -0.277 -2.976 -4.319
H 0.139 -0.830 -4.645
H -0.949 0.204 -6.598
H -3.312 0.889 -6.481
H -4.606 0.556 -4.400
H -3.538 -0.463 -2.424
N 0.443 1.699 -2.483
C 1.898 1.717 -2.856
C 2.465 0.351 -2.548
N 2.135 0.039 -1.122
H -0.088 1.258 -3.241
H 0.054 2.646 -2.406
H 2.391 2.479 -2.250
H 2.024 1.977 -3.907
H 3.543 0.333 -2.715
H 2.012 -0.416 -3.178
H 2.772 0.569 -0.518
H 2.323 -0.946 -0.936
O -1.635 3.629 -1.822
S -2.413 2.762 -0.933
N -1.678 1.508 -0.485

=====

18
Properties=species:S:1:pos:R:3 method="wB97M-V/def2-TZVPD" homo_lumo_gap_ev=10.7565 relative_energy_kcal_mol=17.5 homo_energy_ev=-9.852
C -1.771 1.506 0.342
C -1.828 0.166 -0.375
Cl -3.561 -0.412 -0.468
C -1.021 -1.026 0.194
C 0.322 -1.020 0.383
C 1.312 0.037 0.056
C 2.572 -0.602 -0.289
F 3.492 0.450 -0.583
H -2.268 2.237 -0.282
H -0.717 1.696 0.375
H -2.241 1.383 1.327
H -1.516 0.312 -1.417
H -1.677 -1.821 0.450
H 0.849 -1.837 0.882
H 1.038 0.744 -0.747
H 1.599 0.666 0.929
H 2.942 -1.245 0.435
H 2.474 -1.233 -1.210

=====

96
Properties=species:S:1:pos:R:3 method="wB97M-V/def2-TZVPD" total_charge=+2 s2=6.060 spin_multiplicity=5 homo_lumo_gap_ev="6.0352 / 4.9840" homo_energy_ev="-11.502 / -12.753"
Ru 0.088 1.132 -0.974
C -3.509 3.328 -0.456
C -2.288 2.641 -0.966
N -1.527 1.886 -0.204
N -1.740 1.694 1.081
C -0.751 1.014 1.665
O 0.262 0.610 1.002
C -0.852 0.739 3.101
C -1.784 1.416 3.892
C -1.862 1.151 5.245
C -1.027 0.201 5.817
C -0.099 -0.473 5.037
C -0.002 -0.205 3.687
C -1.770 2.804 -2.300
C -2.332 3.640 -3.278
C -1.662 3.837 -4.467
C -0.454 3.175 -4.689
C 0.018 2.313 -3.718
N -0.616 2.126 -2.565
H -3.873 2.829 0.439
H -4.295 3.353 -1.206
H -3.271 4.355 -0.178
H -2.423 2.154 3.431
H -2.572 1.685 5.857
H -1.111 -0.023 6.868
H 0.544 -1.214 5.486
H 0.720 -0.732 3.080
H -3.270 4.134 -3.083
H -2.049 4.509 -5.217
H 0.107 3.323 -5.595
H 0.923 1.734 -3.869
C 6.926 -2.556 5.687
O 7.754 -1.445 5.406
C 7.622 -0.794 4.256
C 8.476 0.315 4.050
C 8.357 1.106 2.941
C 7.380 0.812 1.962
C 6.588 -0.358 2.131
C 6.690 -1.125 3.254
N 7.118 1.637 0.952
N 6.272 1.379 0.054
C 5.157 1.926 -0.364
C 4.703 3.245 -0.109
C 3.378 3.574 -0.238
C 2.411 2.610 -0.619
O 1.141 2.841 -0.581
C 2.885 1.330 -1.051
N 1.952 0.433 -1.464
C 2.352 -0.775 -1.843
C 3.690 -1.145 -1.908
C 4.662 -0.248 -1.495
C 4.260 0.999 -1.014
H 7.251 -2.929 6.655
H 7.042 -3.340 4.934
H 5.875 -2.258 5.752
H 9.218 0.516 4.807
H 8.987 1.969 2.809
H 5.868 -0.601 1.363
H 6.047 -1.985 3.360
H 5.412 3.971 0.258
H 3.037 4.561 0.033
H 1.578 -1.491 -2.099
H 3.958 -2.129 -2.258
H 5.709 -0.507 -1.527
C -7.490 -1.346 -3.553
C -6.295 -1.568 -4.470
C -4.955 -1.602 -3.734
C -4.524 -0.208 -3.258
N -3.120 -0.189 -2.871
C -2.618 -0.712 -1.755
S -0.896 -0.930 -1.694
N -3.373 -1.100 -0.751
C -2.906 -1.690 0.488
C -3.524 -3.073 0.685
C -2.933 -4.127 -0.252
C -3.592 -5.487 -0.050
H -8.406 -1.412 -4.130
H -7.464 -0.370 -3.078
H -7.527 -2.112 -2.784
H -6.258 -0.789 -5.233
H -6.423 -2.522 -4.980
H -4.189 -1.989 -4.411
H -5.016 -2.285 -2.884
H -5.137 0.136 -2.422
H -4.647 0.508 -4.073
H -2.459 -0.069 -3.629
H -4.380 -1.033 -0.836
H -3.183 -1.024 1.310
H -1.817 -1.762 0.444
H -4.604 -3.006 0.533
H -3.361 -3.386 1.716
H -1.863 -4.223 -0.058
H -3.052 -3.815 -1.294
H -3.492 -5.805 0.985
H -3.123 -6.235 -0.683
H -4.650 -5.447 -0.298

=====

86
Properties=species:S:1:pos:R:3 method="wB97M-V/def2-TZVPD" homo_lumo_gap_ev=9.4322 homo_energy_ev=-8.998
C 7.904 0.424 -0.267
O 7.757 -0.252 -1.491
C 6.579 0.111 -2.206
C 5.582 -1.055 -2.270
C 4.169 -0.604 -1.909
C 3.133 -1.714 -2.034
C 1.688 -1.216 -2.163
C 0.817 -1.006 -0.915
P 1.418 -1.742 0.708
S 3.144 -1.213 1.414
O -0.454 -1.748 -1.195
S -1.645 -1.201 -0.318
O -1.858 -1.955 0.870
O -2.758 -0.994 -1.176
O -0.957 0.165 0.102
C 0.254 0.407 -0.717
B -0.330 1.193 -2.013
N -0.746 0.493 -3.211
O -0.411 2.550 -1.925
H 7.028 0.288 0.380
H 8.780 0.015 0.235
H 8.055 1.500 -0.417
H 6.113 0.978 -1.724
H 6.897 0.443 -3.193
H 5.581 -1.461 -3.285
H 5.935 -1.810 -1.566
H 3.895 0.225 -2.572
H 4.193 -0.196 -0.897
H 3.351 -2.241 -2.968
H 3.249 -2.448 -1.234
H 1.121 -1.915 -2.775
H 1.715 -0.285 -2.730
H 1.201 -3.106 0.467
H 0.380 -1.391 1.570
H 0.933 1.011 -0.112
H -0.597 1.070 -4.034
H -1.734 0.252 -3.190
H -0.332 2.895 -1.023
O -2.064 3.954 2.108
C -2.781 3.082 2.505
C -3.704 2.190 1.698
C -4.603 1.573 2.764
C -3.687 1.579 3.982
O -2.840 2.730 3.811
H -3.093 1.433 1.207
H -4.245 2.766 0.953
H -4.976 0.583 2.513
H -5.463 2.220 2.945
H -3.051 0.692 4.023
H -4.216 1.674 4.927
O -6.512 -1.620 6.730
C -6.173 -2.071 5.676
C -5.446 -3.373 5.395
C -4.957 -3.190 3.961
C -6.013 -2.251 3.390
O -6.439 -1.437 4.505
H -6.168 -4.187 5.487
H -4.651 -3.520 6.121
H -4.864 -4.112 3.394
H -3.984 -2.696 3.963
H -6.880 -2.784 3.002
H -5.625 -1.603 2.609
O -7.897 -1.670 1.000
C -8.459 -0.756 1.530
C -9.580 -0.804 2.550
C -10.106 0.629 2.546
C -8.857 1.414 2.159
O -8.106 0.533 1.305
H -9.144 -1.081 3.512
H -10.317 -1.549 2.262
H -10.532 0.953 3.493
H -10.868 0.741 1.774
H -8.239 1.656 3.027
H -9.066 2.326 1.607
O 8.172 2.029 -3.972
C 9.149 1.842 -4.634
C 10.450 2.622 -4.635
C 11.120 2.164 -5.928
C 10.552 0.758 -6.089
O 9.237 0.815 -5.513
H 11.016 2.331 -3.748
H 10.248 3.689 -4.593
H 12.208 2.182 -5.902
H 10.791 2.793 -6.757
H 11.133 0.012 -5.543
H 10.457 0.441 -7.125